Formula: C22H27N3O3
Source: OMol25
Level of theory: ωB97M-V with the def2-TZVPD basis set

```
55
Properties=species:S:1:pos:R:3:forces:R:3:mulliken_charge:R:1
C 2.13695 -2.32373 -3.81401 -0.4 -0.2 0.1 -1.128
C 1.10944 -3.03412 -3.01688 -1.4 -0.2 1.1 -0.320
O 0.38460 -2.07411 -2.14601 -0.6 -0.8 0.1 -0.164
C -0.54585 -2.73428 -1.39337 1.0 -1.7 -0.6 0.232
C -1.75482 -1.79942 -0.98215 -1.3 0.1 -1.2 0.436
C -2.71404 -2.80948 -0.46001 -3.0 -2.3 2.5 0.113
N -3.42686 -3.53155 0.16975 2.9 2.9 -2.9 -0.632
O -0.46889 -3.98123 -1.24921 -1.0 4.3 0.1 -0.622
H 2.68595 -3.09500 -4.33302 0.5 0.0 -0.3 0.387
H 1.66436 -1.66968 -4.52495 0.0 0.4 -0.4 0.307
H 2.76707 -1.75667 -3.15294 0.5 0.2 0.1 0.227
H 0.30627 -3.51185 -3.60328 0.5 0.1 -0.1 0.348
H 1.48608 -3.80643 -2.35028 0.4 0.1 -0.2 0.347
H -2.20999 -1.18834 -1.83592 0.9 -1.8 0.2 0.414
C -0.59178 3.37069 0.43045 -0.4 0.7 -0.2 -0.918
N 0.76154 2.84469 0.67381 -0.6 0.0 0.4 0.137
C 1.11792 1.56809 0.92641 0.1 1.1 0.7 0.322
C 0.10160 0.53557 1.08026 -2.1 -2.4 -2.4 0.484
C -0.98250 0.55676 0.14630 2.3 0.0 0.6 -1.107
C -1.91654 -0.55756 0.11602 -0.2 -1.8 0.3 -0.420
C -3.38462 -0.08396 0.02200 0.8 -0.3 0.2 0.660
C -4.31054 -0.51720 0.97836 -0.4 -1.2 0.3 0.003
C -5.66215 -0.20251 0.82505 -0.6 1.5 -0.7 -0.724
C -6.09016 0.60201 -0.27915 1.0 -0.4 0.2 -0.478
C -5.13241 1.01483 -1.22596 0.2 1.2 0.1 -0.717
C -3.76609 0.76522 -1.03443 -0.1 -1.4 0.0 -0.268
O 0.28006 -0.43693 1.86273 0.0 0.5 0.4 -0.874
N 2.44013 1.56262 1.24475 -1.3 0.0 -0.3 0.357
C 3.25536 0.35475 1.60083 0.8 0.9 0.3 1.711
C 4.70867 0.83790 1.69867 0.7 0.1 -0.1 -2.147
C 3.11559 -0.67345 0.49924 0.1 0.1 0.0 -1.721
C 2.84648 -0.16971 2.96600 0.1 -0.2 0.2 -1.633
C 2.87946 2.86664 1.17351 0.8 -0.2 0.2 -0.149
C 1.85040 3.65613 0.83985 -0.2 0.5 -0.4 -0.946
H -0.61059 4.43787 0.74267 0.2 -0.7 -0.2 0.372
H -0.79977 3.30819 -0.65196 0.0 0.1 0.6 0.309
H -1.39929 2.83171 0.97144 0.9 0.1 -0.3 0.384
H -1.01985 1.19668 -0.71662 0.2 0.5 0.1 0.357
H -1.72021 -1.26676 0.90066 -0.4 1.0 1.6 0.756
H -4.02226 -1.27265 1.77981 -0.2 1.3 -1.1 0.331
H -6.40844 -0.44956 1.59187 0.5 -0.2 -0.4 0.358
H -7.12975 0.93713 -0.41081 0.5 -0.4 0.2 0.364
H -5.39212 1.70140 -2.06396 -0.1 -0.8 0.7 0.292
H -2.99284 1.01330 -1.79702 -0.8 0.1 0.6 0.261
H 4.86281 1.57938 2.52092 -0.2 -0.6 -0.6 0.449
H 5.34293 -0.04216 1.92822 -0.3 0.5 -0.1 0.424
H 5.07493 1.28257 0.74302 -0.2 -0.3 0.6 0.445
H 2.10450 -1.06311 0.47970 -0.1 -0.1 -0.1 0.349
H 3.37195 -0.22767 -0.46490 0.0 -0.1 0.0 0.436
H 3.81172 -1.47954 0.72424 0.0 -0.1 -0.1 0.472
H 1.83595 -0.56172 2.91077 0.1 0.0 0.2 0.348
H 3.54461 -0.96638 3.23311 0.0 0.0 0.1 0.456
H 2.90900 0.61721 3.72699 0.0 -0.1 -0.1 0.396
H 3.90115 3.12751 1.35230 0.1 0.1 0.0 0.476
H 1.79489 4.71792 0.64714 0.1 -0.2 0.1 0.446
```
Forces are in eV/Å.

Calculated values
HOMO-LUMO gap: 7.3 eV
Relative energy (zero: lowest compared OMol25 entry of this formula, charge and spin): 153.6 kcal/mol
LUMO: 0.3260 eV
Calculated total energy: -33861.591 eV
Charge: 0

***

Formula: C6H10N3O2
Source: OMol25
Level of theory: ωB97M-V with the def2-TZVPD basis set

```
21
Properties=species:S:1:pos:R:3:forces:R:3:mulliken_charge:R:1
C -1.17726 0.59316 -1.69645 0.9 0.2 -1.5 -0.310
C -1.82601 0.91467 -0.46901 0.4 0.4 -0.2 0.206
C -1.61118 -0.23350 0.39713 0.2 -2.5 -0.6 0.563
C 1.68806 1.14754 1.51182 1.5 -1.6 -0.2 -1.349
C -0.70921 -2.57386 -0.19222 -1.6 2.6 1.8 -0.988
C 1.44441 1.29208 0.04408 -2.6 1.5 -1.7 0.225
N -0.56190 -0.56960 -1.67917 -1.1 -0.7 1.1 -0.766
N -0.93321 -1.13160 -0.43792 -0.3 -0.1 1.0 0.663
N 1.58203 0.15829 -0.83620 1.5 1.7 0.1 -0.562
O -2.43127 1.90906 -0.09726 -1.2 1.8 0.1 -0.744
O -2.02217 -0.49969 1.52734 0.2 0.1 -0.1 -0.755
H -0.96524 1.18976 -2.60307 -0.5 0.0 0.8 0.390
H 2.76790 1.10262 1.66785 0.2 0.9 0.4 0.377
H 1.14135 1.82911 2.10925 -0.1 1.0 0.6 0.365
H 1.45625 0.16205 1.88134 -0.9 -0.6 -0.1 0.331
H -1.65699 -3.16279 -0.20386 0.7 0.5 0.3 0.264
H -0.15771 -2.76000 -1.02626 1.9 -1.5 -2.1 0.394
H -0.13911 -2.63952 0.74936 -0.4 -0.5 -0.4 0.273
H 0.28506 1.62002 -0.06127 1.9 -0.6 0.0 -0.062
H 1.97599 2.26740 -0.33382 -0.7 -1.8 0.3 0.264
H 1.85019 -0.61521 -0.25167 -0.1 -0.8 0.4 0.222
```
Forces are in eV/Å.

Calculated values
HOMO-LUMO gap (alpha / beta): 6.0 / 8.1 eV
Relative energy (zero: lowest compared OMol25 entry of this formula, charge and spin): 16.0 kcal/mol
LUMO (alpha / beta): 3.5707 / 3.8388 eV
Calculated total energy: -14946.722 eV
Charge: -1

***

Formula: CHO3PS2
Source: OMol25
Level of theory: ωB97M-V with the def2-TZVPD basis set

```
8
Properties=species:S:1:pos:R:3:forces:R:3:mulliken_charge:R:1
C -0.54793 -1.12100 -0.31657 2.0 1.0 0.7 0.348
O -0.78197 1.12134 1.57844 0.0 -0.4 1.7 -0.577
O 0.35377 -1.90143 -0.51029 0.6 -0.1 -0.3 -0.535
O 2.19440 0.65584 0.29249 -1.8 -3.4 -0.7 -0.989
P -0.38604 0.74592 0.22446 2.0 0.9 -1.6 0.669
S -2.15197 -1.26904 -0.22854 -3.2 -0.8 -0.2 -0.546
S -0.85022 2.15289 -1.10948 0.4 -0.5 -0.2 -0.615
H 2.16996 -0.38452 0.06948 0.0 3.5 0.7 0.245
```
Forces are in eV/Å.

Calculated values
HOMO-LUMO gap: 6.2 eV
Relative energy (zero: lowest compared OMol25 entry of this formula, charge and spin): 60.5 kcal/mol
LUMO: 5.7349 eV
Calculated total energy: -38154.888 eV
Charge: -2

***

Formula: C46H55N2
Source: OMol25
Level of theory: ωB97M-V with the def2-TZVPD basis set

```
103
Properties=species:S:1:pos:R:3:forces:R:3:mulliken_charge:R:1
C 0.02829 6.55308 -0.70168 0.4 -1.3 -0.1 -0.890
C 0.32665 5.09340 0.05526 -0.1 1.2 -1.2 -0.315
C 1.01830 4.11051 -1.10251 -1.8 -0.5 0.4 -0.342
N 2.48749 3.84199 -0.86445 -2.9 -1.3 1.1 -0.261
N 3.30067 4.89994 -1.23766 2.5 0.0 -1.3 -0.174
C 3.50632 4.84128 -2.73676 1.2 0.6 -3.1 -0.654
H 1.07353 6.86179 -1.17545 -2.2 -0.1 0.9 0.158
H -0.40674 7.36154 0.02922 1.0 -1.6 -1.6 0.343
H -0.70739 6.32409 -1.58935 1.4 0.8 1.7 0.307
H -0.71355 4.66128 0.37233 2.3 0.7 -0.3 0.281
H 1.05153 5.34361 0.93925 -1.5 -1.0 -1.5 0.142
H 0.48697 3.04183 -1.12673 1.3 2.4 0.2 0.214
H 0.76390 4.61326 -2.13028 0.8 -1.0 1.7 0.282
H 2.80654 2.93059 -1.26276 -0.2 1.3 0.1 0.202
H 2.99706 5.83801 -0.87419 -0.2 -1.1 -0.4 0.352
H 4.24852 4.71523 -0.78980 -1.3 0.5 -0.6 0.389
H 2.52632 4.94312 -3.37135 1.7 -0.1 1.8 0.294
H 4.23939 5.69901 -3.11806 -1.5 -1.9 1.0 0.353
H 3.97342 3.78646 -3.02147 -0.9 2.3 0.9 0.285
C 0.36089 -1.00811 -2.74142 0.2 0.2 0.0 -0.479
C 0.43810 -0.55735 -4.05885 0.1 0.0 0.1 -0.651
C 1.47327 0.29305 -4.44623 0.0 0.0 0.1 -0.614
C 2.43778 0.68512 -3.51752 -0.2 0.0 0.1 -0.223
C 2.36263 0.23130 -2.20098 -0.2 0.1 -0.1 -0.960
C 1.32217 -0.61167 -1.81136 -0.1 0.1 -0.1 -0.042
H -0.44794 -1.66812 -2.43906 0.1 0.1 -0.1 0.530
H -0.30962 -0.86842 -4.78412 0.1 0.1 0.1 0.578
H 1.52935 0.64949 -5.47119 0.0 -0.1 0.1 0.421
H 3.24732 1.34391 -3.82042 0.0 -0.1 0.0 0.462
H 3.11528 0.53563 -1.47776 0.0 -0.1 0.0 0.572
H 1.26083 -0.96059 -0.78429 0.0 0.0 -0.1 0.443
C 0.98871 -4.87467 -1.39286 0.3 -0.1 0.0 -0.002
C 2.02794 -4.23815 -2.07080 0.0 -0.1 0.1 -0.166
C 3.24868 -4.88904 -2.24675 -0.1 -0.1 0.1 -0.560
C 3.42698 -6.18162 -1.75283 -0.1 0.1 0.0 -0.412
C 2.38642 -6.81955 -1.07817 0.0 0.1 0.0 -0.446
C 1.16876 -6.16504 -0.89410 0.2 0.1 0.0 -0.624
H 0.03861 -4.36578 -1.25294 0.1 -0.1 0.0 0.286
H 1.88663 -3.23359 -2.46164 0.0 -0.2 0.0 0.298
H 4.06046 -4.39023 -2.76916 -0.1 -0.1 0.1 0.387
H 4.37660 -6.69090 -1.89414 -0.1 0.1 0.0 0.371
H 2.52500 -7.82748 -0.69475 0.0 0.2 -0.1 0.373
H 0.36019 -6.66022 -0.36363 0.1 0.1 -0.1 0.497
C -1.59049 -2.00360 2.15214 -0.1 0.1 0.0 -0.627
C -1.24852 -1.67999 0.83946 -0.1 0.1 0.1 0.011
C -1.85802 -0.59746 0.20585 0.0 0.0 0.2 -0.056
C -2.80324 0.16822 0.88909 0.1 -0.1 0.1 -0.637
C -3.14241 -0.15317 2.20308 0.1 -0.1 -0.1 -0.443
C -2.53969 -1.24139 2.83351 0.1 0.0 -0.2 -0.410
H -1.11776 -2.84941 2.64445 -0.1 0.1 -0.1 0.408
H -0.50694 -2.27250 0.30949 -0.1 0.0 0.1 0.241
H -1.59627 -0.34966 -0.81923 0.0 0.0 0.1 0.321
H -3.27474 1.01485 0.39714 0.0 -0.1 0.1 0.399
H -3.87784 0.44463 2.73592 0.1 -0.1 -0.1 0.393
H -2.80821 -1.49481 3.85531 0.0 0.0 -0.1 0.394
C -4.68860 -0.03245 -6.31410 0.1 0.1 0.0 -0.412
C -4.61139 0.41831 -7.63152 0.1 0.1 0.1 -0.375
C -3.57622 1.26871 -8.01891 0.0 -0.1 0.2 -0.372
C -2.61171 1.66078 -7.09020 -0.1 -0.1 0.0 -0.408
C -2.68686 1.20695 -5.77366 -0.1 0.0 -0.1 -0.251
C -3.72732 0.36399 -5.38404 0.0 0.0 -0.2 -0.426
H -5.49743 -0.69246 -6.01173 0.1 0.1 0.0 0.360
H -5.35911 0.10723 -8.35680 0.1 0.1 0.1 0.359
H -3.52014 1.62514 -9.04386 0.0 -0.1 0.1 0.358
H -1.80216 2.31956 -7.39309 -0.1 -0.1 0.0 0.341
H -1.93421 1.51128 -5.05044 -0.1 0.0 -0.1 0.435
H -3.78866 0.01506 -4.35697 0.0 0.0 -0.1 0.393
C 1.30563 3.88006 5.82386 0.0 0.0 -0.2 -0.277
C 2.40887 4.56371 5.31373 -0.1 -0.1 -0.1 -0.622
C 2.71168 4.48509 3.95471 -0.2 -0.1 0.0 -0.447
C 1.90458 3.72999 3.10328 0.0 0.0 0.3 -0.259
C 0.79914 3.04938 3.61284 0.1 0.1 0.1 -0.605
C 0.50175 3.12050 4.97352 0.1 0.1 -0.1 -0.401
H 1.07193 3.93881 6.88366 0.1 0.0 -0.2 0.374
H 3.03373 5.15764 5.97605 -0.1 -0.1 -0.1 0.370
H 3.57526 5.01246 3.55870 -0.1 0.0 0.1 0.336
H 2.13756 3.67257 2.04331 0.0 -0.1 0.1 0.604
H 0.16933 2.46229 2.94890 0.1 0.0 0.1 0.523
H -0.35633 2.58568 5.37109 0.1 0.1 -0.1 0.398
C -1.85006 -6.82488 -2.64558 -0.1 0.0 0.0 -0.109
C -2.32738 -8.08736 -2.99641 -0.1 0.1 0.0 -0.575
C -3.70059 -8.31814 -3.07280 0.1 0.2 0.0 -0.358
C -4.59724 -7.28265 -2.80770 0.2 0.0 0.0 -0.399
C -4.11980 -6.01915 -2.46054 0.1 -0.1 0.0 -0.488
C -2.74666 -5.79086 -2.37509 -0.1 -0.3 -0.1 -0.235
H -0.77982 -6.64631 -2.58282 -0.2 0.0 -0.1 0.376
H -1.62853 -8.89235 -3.20967 -0.1 0.1 0.0 0.367
H -4.07226 -9.30372 -3.33963 0.1 0.1 0.0 0.359
H -5.66737 -7.46101 -2.87196 0.2 0.0 0.0 0.354
H -4.81869 -5.21188 -2.25557 0.1 -0.1 0.0 0.369
H -2.37515 -4.80788 -2.09922 0.0 -0.1 0.0 0.335
C 1.71454 0.00111 10.75361 -0.1 0.1 -0.1 -0.330
C 2.05650 0.32472 9.44094 -0.1 0.1 0.1 -0.542
C 1.44700 1.40725 8.80733 -0.1 0.0 0.2 -0.043
C 0.50179 2.17293 9.49056 0.1 -0.2 0.1 -0.169
C 0.16261 1.85154 10.80455 0.1 -0.1 -0.1 -0.529
C 0.76534 0.76332 11.43499 0.1 0.0 -0.2 -0.372
H 2.18726 -0.84470 11.24592 -0.1 0.1 -0.1 0.354
H 2.79808 -0.26779 8.91096 -0.1 0.1 0.1 0.347
H 1.70875 1.65505 7.78224 0.0 0.0 0.1 0.263
H 0.03029 3.01956 8.99861 0.0 -0.1 0.1 0.327
H -0.57282 2.44934 11.33739 0.1 -0.1 -0.1 0.345
H 0.49681 0.50990 12.45678 0.0 0.0 -0.1 0.356
```
Forces are in eV/Å.

Calculated values
HOMO-LUMO gap: 7.2 eV
LUMO: -3.2902 eV
Calculated total energy: -51564.370 eV
Charge: +1

***

Formula: C5H4N2O2
Source: OMol25
Level of theory: ωB97M-V with the def2-TZVPD basis set

```
13
Properties=species:S:1:pos:R:3:forces:R:3:mulliken_charge:R:1
C 0.76865 -0.80635 2.01602 -1.0 0.4 0.6 -0.715
C 0.90853 -0.38942 -0.48764 -3.4 2.3 -4.7 -0.580
C 0.06038 0.24304 -1.48544 0.3 -0.1 3.7 0.408
C -1.44125 1.37824 -1.87843 -8.6 1.8 -5.2 0.303
C -1.01156 0.78999 -0.69659 4.0 -2.2 -1.6 0.499
H 0.44428 -0.02149 2.84185 0.8 -2.0 -1.8 0.272
H 0.32911 -1.80605 2.12875 -0.9 0.6 0.3 0.312
H 1.86810 -1.22250 2.17551 -1.6 2.2 -1.4 0.271
H 1.77633 -0.88329 -0.72515 1.9 -1.2 0.6 0.448
N 0.18682 -0.25021 0.63412 2.1 -1.4 3.0 0.676
N -0.97429 0.39928 0.52941 0.3 0.3 3.3 -0.964
O -0.36153 0.71091 -2.74409 -0.4 1.2 1.3 -0.404
O -2.55355 1.85785 -2.30832 6.7 -1.9 1.9 -0.525
```
Forces are in eV/Å.

Calculated values
HOMO-LUMO gap: 8.7 eV
Relative energy (zero: lowest compared OMol25 entry of this formula, charge and spin): 133.5 kcal/mol
LUMO: -0.3772 eV
Calculated total energy: -12319.288 eV
Charge: 0

***

Formula: C4H10NOS
Source: OMol25
Level of theory: ωB97M-V with the def2-TZVPD basis set

```
17
Properties=species:S:1:pos:R:3:forces:R:3:mulliken_charge:R:1
N 0.24275 1.93392 0.33852 -1.3 -0.1 0.4 -0.889
C 0.89702 0.74843 -0.16749 2.2 -1.7 0.2 0.189
C 1.33383 -0.14862 1.02019 0.8 1.2 3.2 -0.696
O 0.43400 -0.07305 2.07538 -0.9 -0.8 -1.1 -0.893
C 0.08270 -0.21863 -1.03038 -3.3 3.4 -0.8 -1.296
C -1.12148 -0.91078 -0.31299 1.4 -2.1 -1.5 -0.454
S -2.36265 -1.37349 -1.65437 0.1 0.1 0.6 -0.285
H -0.29944 1.48297 1.10591 -0.3 0.0 -0.3 0.388
H 0.86131 2.40842 0.99605 0.7 0.0 -0.6 0.327
H 1.79208 0.99750 -0.77017 -0.3 0.2 0.2 0.295
H 2.24260 0.20969 1.60232 0.5 0.0 -1.5 0.372
H 1.59806 -1.15101 0.63236 -0.2 -0.3 -0.1 0.228
H -0.49141 0.44988 -1.71614 0.4 0.1 0.1 0.476
H 0.63737 -0.77495 -1.78673 0.2 -0.8 0.9 0.418
H -1.70692 -0.44372 0.45309 0.5 0.8 0.3 0.407
H -0.70924 -1.85499 0.05892 -0.5 0.1 0.4 0.312
H -3.43058 -1.28159 -0.84446 0.0 -0.1 -0.2 0.101
```
Forces are in eV/Å.

Calculated values
HOMO-LUMO gap: 5.7 eV
Relative energy (zero: lowest compared OMol25 entry of this formula, charge and spin): 76.3 kcal/mol
LUMO: 3.1813 eV
Calculated total energy: -18681.788 eV
Charge: -1
SMILES string: N[C@@H](C[O-])CCS